[1]
56
Properties=species:S:1:pos:R:3:nbo_charge:R:1 method="wB97M-V/def2-TZVPD" smiles="C[N+](=O)[O-].C[N+](=O)[O-].C[N+](=O)[O-].C[N+](=O)[O-].C[N+](=O)[O-].C[N+](=O)[O-].C[N+](=O)[O-].C[N+](=O)[O-]" homo_lumo_gap_ev=10.352 spin_multiplicity=1 fmax_ev_per_a=2.785 e_above_lowest_kj_mol=8.39 lumo_energy_ev=-0.22
O 1.15092 2.36480 -2.69727 -0.351
N 0.41543 1.73696 -3.41623 0.541
H -1.89807 -2.43719 -4.59623 0.230
H 3.36477 -1.61192 -5.73303 0.239
H 0.83004 3.01573 -5.02606 0.234
N -1.78926 -2.63602 -2.51717 0.545
N 0.66794 0.47301 0.68760 0.536
H 0.85099 2.33892 3.13885 0.241
O -5.07267 -1.92803 3.31653 -0.360
N -3.87958 -2.06052 3.23224 0.536
N 3.17395 -2.53340 -3.83088 0.534
O 0.85509 3.03836 5.50155 -0.386
C 0.02221 2.36032 -4.71264 -0.484
N 1.79232 2.53164 4.98802 0.553
H -0.96915 -2.79052 5.22020 0.252
H 2.48656 1.74902 3.20177 0.236
C 1.84035 2.56111 3.51497 -0.493
H 1.65087 -0.85109 -0.56923 0.241
C 0.68345 -0.76672 -0.10988 -0.479
O -3.20597 -2.87616 3.87658 -0.411
O -1.08588 -2.90233 -1.55935 -0.404
N -1.15760 3.60603 -0.89323 0.542
O 0.80952 -0.29778 4.90720 -0.363
O -0.05623 0.64620 -3.12642 -0.415
C -3.17171 -1.14859 2.25804 -0.480
H -0.90319 2.89783 -4.57877 0.257
H 2.23302 3.51792 3.20948 0.223
N 0.33632 -1.32681 4.56901 0.550
C -1.14981 -2.66935 -3.85825 -0.490
O 2.69930 2.00868 5.55526 -0.382
C -0.30736 4.12917 0.18668 -0.494
H -0.11401 -0.65088 -0.83628 0.246
H 0.69421 -2.87535 5.92097 0.235
O 0.18824 -1.67726 3.41171 -0.413
H -0.70141 -3.64721 -3.97189 0.232
O -0.37974 0.73313 1.32228 -0.401
H -2.18352 -1.52701 2.10131 0.241
O 1.69264 1.13582 0.64864 -0.385
H 0.00606 5.14553 -0.03527 0.227
H 0.39583 -1.57115 0.54737 0.245
H -3.18632 -0.14828 2.66800 0.238
H -0.87397 4.10630 1.10593 0.237
O -2.93294 -2.32568 -2.45873 -0.351
H -0.09137 1.57078 -5.44854 0.220
O 3.88888 -3.49757 -3.86471 -0.356
O 2.88755 -1.92023 -2.81161 -0.383
H -0.41764 -1.62852 6.47671 0.233
O -1.88001 2.68762 -0.60666 -0.364
H 0.57165 3.48962 0.24942 0.255
H -3.75985 -1.17568 1.33815 0.236
H -0.38341 -1.89879 -3.82377 0.240
H 2.16680 -2.92182 -5.64981 0.232
H 1.81542 -1.33679 -4.92451 0.223
C 2.58727 -2.07113 -5.13274 -0.489
C -0.13282 -2.24198 5.62809 -0.492
O -1.07412 4.10729 -1.99337 -0.406

=====

[2]
14
Properties=species:S:1:pos:R:3:nbo_charge:R:1 method="wB97M-V/def2-TZVPD" smiles="C[C@H]1CCC1=O" homo_lumo_gap_ev=10.389 spin_multiplicity=1 fmax_ev_per_a=0.512 e_above_lowest_kj_mol=76.29 lumo_energy_ev=0.98
O -0.69481 -2.22706 0.46773 -0.516
C 0.91292 0.50888 -0.57690 -0.400
H -0.75015 0.91130 1.69921 0.206
H 2.01841 -1.09278 0.57922 0.235
C -0.58124 0.15232 -0.32885 -0.333
C -0.12078 -1.26281 0.03977 0.620
C 1.34433 -0.95038 -0.27143 -0.533
H 1.13929 0.84970 -1.58933 0.212
C -1.32921 0.89736 0.76840 -0.601
H -2.28642 0.41044 0.97830 0.225
H 1.30596 1.24229 0.13388 0.208
H -1.52538 1.93417 0.47644 0.214
H -1.17209 0.14164 -1.25405 0.228
H 1.73917 -1.51505 -1.12239 0.236

=====

[3]
11
Properties=species:S:1:pos:R:3:nbo_charge:R:1 method="wB97M-V/def2-TZVPD" homo_lumo_gap_ev=7.881 total_charge=-1 spin_multiplicity=1 fmax_ev_per_a=2.438 e_above_lowest_kj_mol=221.92 lumo_energy_ev=3.49
O 0.75780 0.34800 -2.13636 -0.778
H -0.22086 0.65816 -2.16202 0.499
C -0.81733 -0.70622 1.86099 0.185
C 1.10426 -0.17333 -0.86634 -0.210
H 2.18680 0.20825 -0.67615 0.203
S -0.58697 0.55005 0.25823 1.769
O -1.64527 0.47207 -0.76044 -0.999
O -1.81561 -1.36880 1.93495 -0.587
S 0.64768 -0.59691 2.53515 -0.288
H 0.79867 -1.27933 -0.78180 0.174
O -0.40917 1.88806 0.79380 -0.969

=====

[4]
74
Properties=species:S:1:pos:R:3:mulliken_charge:R:1 method="wB97M-V/def2-TZVPD" smiles="COc1ccc([C@H](c2cn(C)c3ccccc23)[C@@H](C(c2ccccc2)=[N+]2CCOCC2)c2ccccc2)cc1" homo_lumo_gap_ev=5.301 total_charge=+1 spin_multiplicity=1 fmax_ev_per_a=3.253 e_above_lowest_kj_mol=152.37 lumo_energy_ev=-4.72
H 0.55250 -3.92557 0.13649 0.449
C -4.46784 2.12548 6.72354 -1.018
O -4.52119 4.36315 7.51442 -0.463
N 1.69875 -0.02566 2.96491 0.498
C -3.53755 1.01678 1.84614 -0.848
H -1.78236 -1.65222 3.85318 0.670
H 4.15434 -0.88500 1.61131 0.327
H -1.81743 3.99584 7.84873 0.381
C 2.09014 1.40128 3.02694 -0.312
C -0.60481 -4.69814 6.36188 -1.073
H -0.60970 2.04266 7.00208 0.376
O 4.45930 0.78408 2.83081 -0.379
C 1.65444 -1.22849 9.48445 -1.030
H -4.59521 6.23998 8.18215 0.247
N 0.83686 -1.36117 8.29768 0.113
H -4.32394 0.15210 5.89969 0.364
C 0.39219 -4.91322 7.35786 -0.860
H 0.06981 0.62445 8.19566 0.546
C -2.00094 2.37667 3.70237 -0.219
C -1.70765 2.02892 6.96244 -0.969
H 2.34165 -2.07345 9.52661 0.353
C -4.08921 2.11760 2.50381 -0.713
C -1.01508 -3.40152 6.03757 0.072
C -0.60131 0.31252 4.15867 0.662
H 0.04241 1.01823 4.72892 0.405
C 4.15125 -0.60615 2.68004 -0.732
C -1.14762 -3.99414 1.46110 -0.643
H -5.09777 2.47680 2.26421 0.413
C 0.38810 -0.40160 3.21600 -0.316
H 2.21886 1.70619 4.07952 0.295
C 0.97764 -3.81748 7.99872 -0.686
H -3.65657 3.74920 3.85525 0.420
C -3.28169 2.83721 3.38833 -0.686
H 1.06594 -1.23345 10.41759 0.305
C -0.06137 -1.62307 2.61439 -0.399
C -0.67974 -0.87322 6.68982 -0.281
C 0.58735 -2.56764 7.62795 -0.162
C -1.48724 -0.13030 5.63803 1.247
H -1.80456 -0.25707 1.59757 0.511
C -3.78348 3.25021 7.23544 0.914
H 4.95263 -1.14231 3.21078 0.349
C -1.59606 1.10908 3.26941 0.376
C -0.41908 -2.30232 6.63489 0.459
H -4.10949 0.49573 1.07305 0.429
C -2.24700 0.56633 2.16831 -0.226
C 0.07284 -0.35663 7.74418 -0.900
H 3.80311 2.64724 2.49740 0.365
C 0.58046 -2.28154 1.51912 -0.708
C 3.42346 1.62779 2.31097 -0.793
C -3.79815 5.51183 8.03032 -0.824
H -3.06266 5.89110 7.29804 0.331
H 1.77175 -3.94485 8.76067 0.209
C 2.79459 -1.01017 3.25386 -0.651
H 2.50577 -1.99926 2.89297 0.645
H -2.21093 -0.86541 5.24950 0.717
H -1.07386 -5.55252 5.87923 0.430
H 2.20365 -0.27857 9.42373 0.359
C -2.35835 0.95462 6.37234 0.507
H -1.35790 2.95769 4.37065 0.396
H -5.55680 2.18496 6.65699 0.430
H -1.55436 -4.90805 1.03012 0.433
C -1.78995 -3.36049 2.52899 -1.120
H 1.30997 2.00926 2.54639 0.322
H 0.70806 -5.93058 7.56528 0.410
H 3.29160 1.44593 1.22561 0.357
H -1.87702 -3.24028 5.36965 0.553
C -2.38378 3.16567 7.40610 -0.852
C -1.26345 -2.19688 3.07392 0.568
C -3.76650 0.98626 6.34612 -0.178
H -3.30110 5.27137 8.98772 0.329
H 1.46997 -1.84683 1.08824 0.691
H -2.72042 -3.78178 2.91015 0.477
C 0.04499 -3.44993 0.97290 -0.924
H 2.91203 -1.07297 4.34606 0.251

=====

[5]
8
Properties=species:S:1:pos:R:3:nbo_charge:R:1 method="wB97M-V/def2-TZVPD" homo_lumo_gap_ev=7.610 spin_multiplicity=1 fmax_ev_per_a=2.519 e_above_lowest_kj_mol=148.38 lumo_energy_ev=-1.36
S -0.48579 -2.64440 -1.03316 0.104
S 0.53992 1.92893 -0.44871 0.160
N 0.13660 0.77230 0.82763 -0.475
H -0.19066 -0.33334 -1.37958 0.192
H 0.12140 2.88503 0.40538 0.139
C -0.20732 -1.08744 -0.64066 -0.328
H 0.09076 -1.02750 1.58351 0.209
C -0.00490 -0.49358 0.68558 -0.001